No. 1
The following is a DFT calculation (the ωB97M-V functional and the def2-TZVPD basis) of 2 unconnected molecules or ions with the total composition C2HFN2O2 in a non-equilibrium geometry.

The calculation puts the energy above the lowest of the compared OMol25 structures with the same formula, charge and spin at 756.6 kJ/mol. As for the LUMO energy: -0.63 eV. The SMILES is [O-][N+]#CF.C#[N+][O-].

Atoms and positions in Å:
O -3.44 0.81 1.06
N -2.87 0.30 0.18
C -2.01 -0.05 -0.53
F -1.65 -0.43 -1.74
C 0.28 0.53 0.00
N 0.47 1.64 -0.29
O 0.33 2.75 -0.70
H 0.77 -0.23 0.45

So, what does the Mulliken scheme give us? The charges, in e, come out as: -0.62, 0.57, 0.18, -0.16, -0.29, 0.49, -0.56, 0.39

---

No. 2
The following is a DFT calculation (the ωB97M-V functional and the def2-TZVPD basis) of 2 unconnected molecules or ions with the total composition C33H34ClN3O3 in a non-equilibrium geometry.

The calculation puts the energy above the lowest of the compared OMol25 structures with the same formula, charge and spin at 131.8 kJ/mol. As for the LUMO energy: -2.13 eV.

Atoms and positions in Å:
C -6.52 -0.26 3.21
C -5.23 0.44 2.85
O -4.17 -0.22 3.54
C -2.95 0.29 3.22
C -1.93 -0.64 3.71
N -0.69 -0.30 3.75
C 0.33 -0.95 4.21
C 1.68 -0.45 4.08
C 2.77 -1.33 4.13
C 4.06 -0.86 3.91
C 4.25 0.51 3.67
Cl 5.85 1.10 3.44
C 3.17 1.40 3.62
C 1.88 0.92 3.80
O -2.75 1.36 2.70
H -7.29 -0.05 2.46
H -6.41 -1.35 3.30
H -6.89 0.12 4.17
H -5.04 0.37 1.77
H -5.25 1.49 3.15
H -2.34 -1.36 4.43
H 0.20 -1.95 4.64
H 2.58 -2.39 4.32
H 4.91 -1.54 3.92
H 3.35 2.46 3.44
H 1.02 1.58 3.73
C -7.33 4.53 -3.14
C -7.23 3.09 -2.71
C -6.45 2.20 -3.43
C -6.35 0.86 -3.06
C -5.56 -0.08 -3.91
C -7.02 0.45 -1.90
N -6.97 -0.92 -1.50
C -5.88 -1.63 -1.06
C -4.58 -1.02 -0.71
C -3.49 -1.90 -0.18
C -2.26 -1.81 -0.74
C -1.22 -2.83 -0.65
C -0.28 -3.06 -1.71
C 0.67 -4.08 -1.61
C 0.70 -4.90 -0.47
C -0.23 -4.70 0.56
C -1.19 -3.69 0.46
O -4.43 0.21 -0.86
N -6.31 -2.89 -0.82
C -5.54 -4.04 -0.39
C -7.67 -2.97 -1.10
C -8.07 -1.78 -1.51
C -7.85 1.31 -1.19
C -8.64 0.85 0.00
C -7.93 2.64 -1.60
H -8.11 5.04 -2.58
H -6.39 5.06 -2.99
H -7.58 4.60 -4.21
H -5.91 2.53 -4.32
H -5.98 -1.09 -3.95
H -5.54 0.31 -4.93
H -4.51 -0.16 -3.59
H -3.79 -2.61 0.60
H -2.10 -1.04 -1.49
H -0.32 -2.41 -2.59
H 1.40 -4.22 -2.41
H 1.48 -5.66 -0.38
H -0.20 -5.32 1.45
H -1.90 -3.51 1.27
H -6.18 -4.91 -0.60
H -4.59 -4.13 -0.95
H -5.35 -4.01 0.70
H -8.19 -3.91 -0.96
H -9.05 -1.46 -1.82
H -8.96 1.73 0.57
H -9.54 0.30 -0.27
H -8.05 0.23 0.68
H -8.55 3.33 -1.02

So, what does the Mulliken scheme give us? The charges, in e, come out as: -1.16, 0.24, -0.32, 0.63, -0.57, -0.18, -0.74, 0.67, -0.62, -0.51, 0.36, -0.25, -0.50, -0.46, -0.69, 0.21, 0.25, 0.38, -0.12, 0.33, 0.33, 0.27, 0.32, 0.37, 0.38, 0.45, -1.46, 0.59, -0.94, 1.38, -1.74, 0.01, 0.93, -0.19, 0.31, -0.12, -0.63, 0.58, -0.38, -0.56, -0.34, -0.72, -0.22, -0.59, 0.10, -0.87, -0.77, -0.40, 0.82, -1.47, -1.09, 0.35, 0.32, 0.36, 0.45, 0.29, 0.54, 0.28, 0.62, 0.44, 0.36, 0.37, 0.37, 0.39, 0.32, 0.35, 0.37, 0.34, 0.45, 0.58, 0.45, 0.31, 0.08, 0.34

---

No. 3
The following is a DFT calculation (the ωB97M-V functional and the def2-TZVPD basis) of C2H5N3O4 in the gas phase in a non-equilibrium geometry.

The calculation puts the energy above the lowest of the compared OMol25 structures with the same formula, charge and spin at 618.8 kJ/mol. As for the LUMO energy: -0.47 eV. The SMILES is CCN([N+](=O)[O-])[N+](=O)[O-].

Atoms and positions in Å:
C -1.83 -0.15 0.35
C -0.65 0.32 -0.50
N 0.85 0.04 -0.09
N 1.66 1.11 0.24
O 1.05 2.08 0.58
O 2.80 0.99 -0.04
N 1.26 -1.29 -0.13
O 0.59 -2.07 -0.77
O 2.25 -1.49 0.51
H -1.58 -0.75 1.28
H -2.42 0.65 0.63
H -2.57 -0.74 -0.18
H -0.64 -0.17 -1.48
H -0.79 1.47 -0.41

So, what does the Mulliken scheme give us? The charges, in e, come out as: -1.13, -0.23, -0.16, 1.10, -0.62, -0.59, 1.16, -0.60, -0.60, 0.29, 0.39, 0.31, 0.37, 0.32

---

No. 4
The following is a DFT calculation (the ωB97M-V functional and the def2-TZVPD basis) of 7 unconnected molecules or ions with the total composition C20H44NO14P in a non-equilibrium geometry.

The calculation puts the energy above the lowest of the compared OMol25 structures with the same formula, charge and spin at 307.6 kJ/mol. As for the total charge: -2. As for the LUMO energy: 3.87 eV.

Atoms and positions in Å:
N -3.75 -28.07 44.90
H -3.38 -28.87 44.58
H -3.61 -27.94 45.88
H -4.79 -28.24 44.77
H -3.44 -27.30 44.29
P -4.34 -27.64 41.74
O -3.04 -26.97 42.16
O -4.49 -29.05 42.38
O -4.80 -27.68 40.27
O -5.49 -26.97 42.37
O -0.33 -29.58 48.61
C -1.47 -29.45 48.05
O -1.66 -29.90 46.76
C -0.63 -30.50 46.10
C -1.15 -31.30 44.90
C -2.71 -28.78 48.63
H -0.35 -31.37 46.83
H 0.24 -29.95 46.03
H -1.68 -30.74 44.26
H -1.96 -32.08 45.24
H -0.37 -31.88 44.52
H -2.62 -27.74 48.30
H -2.68 -28.84 49.73
H -3.31 -29.12 48.15
O -8.32 -30.32 43.70
C -8.01 -30.79 44.77
O -7.00 -31.66 45.01
C -5.81 -31.78 44.16
C -5.18 -33.17 44.48
C -8.77 -30.49 46.06
H -5.20 -30.87 44.12
H -6.07 -31.56 43.18
H -6.05 -33.68 44.55
H -4.87 -33.33 45.32
H -4.65 -33.55 43.70
H -8.18 -30.01 46.77
H -9.33 -31.17 46.30
H -9.08 -29.46 45.88
O -1.00 -27.09 45.75
C -0.07 -27.40 44.91
O 1.23 -27.55 45.09
C 1.68 -27.33 46.37
C 3.20 -27.70 46.54
C -0.39 -27.70 43.43
H 1.04 -27.80 47.05
H 1.44 -26.34 46.49
H 3.55 -27.83 47.51
H 3.74 -26.70 46.16
H 3.25 -28.43 45.95
H -1.34 -28.26 43.37
H 0.59 -28.31 43.16
H -0.55 -26.90 42.95
O -5.99 -28.10 47.02
C -7.00 -27.38 47.16
O -7.75 -26.96 46.19
C -7.31 -27.17 44.87
C -8.55 -26.90 43.94
C -7.48 -26.89 48.59
H -7.12 -28.27 44.67
H -6.46 -26.55 44.27
H -9.37 -27.63 44.28
H -8.07 -26.91 43.02
H -8.75 -25.88 43.91
H -7.93 -25.84 48.50
H -6.65 -26.62 49.31
H -8.29 -27.63 48.98
O -3.70 -25.67 46.78
C -3.69 -24.53 46.36
O -2.69 -23.55 46.61
C -1.63 -24.05 47.38
C -0.66 -22.82 47.62
C -4.55 -24.11 45.20
H -1.13 -24.75 46.86
H -1.97 -24.45 48.44
H -0.09 -22.38 46.72
H 0.38 -23.03 48.03
H -1.02 -21.97 48.17
H -4.25 -24.94 44.48
H -4.28 -23.20 44.77
H -5.72 -24.08 45.67

So, what does the Mulliken scheme give us? The charges, in e, come out as: 1.35, 0.14, -0.05, -0.45, -0.20, 0.03, -0.65, -0.55, -0.95, -0.57, -0.71, 0.93, 0.02, -0.30, -1.36, -1.24, 0.35, 0.37, 0.40, 0.15, 0.44, 0.14, 0.33, 0.45, -0.55, 0.85, -0.32, 0.13, -2.15, -1.48, 0.02, 0.50, 0.70, 0.68, 0.39, 0.34, 0.64, 0.30, -0.38, 0.62, -0.39, -0.09, -1.44, -1.09, 0.10, 0.52, 0.40, 0.25, 0.44, 0.20, 0.23, 0.58, -0.52, 0.77, -0.38, 1.34, -1.79, -1.21, -0.50, 0.00, 0.21, 0.53, 0.56, 0.32, 0.31, 0.26, -0.37, 0.40, -0.35, 0.80, -1.41, -0.35, -0.42, 0.16, 0.33, 0.37, 0.36, 0.03, 0.33, 0.15

---

> What is the LUMO in the second record?

-2.13 eV

---

> Among the records above, which one has the lowest energy above the lowest of the compared OMol25 structures with the same formula, charge and spin?

C33H34ClN3O3

---

> Among the records above, which one has the highest LUMO?

C20H44NO14P